Record 1
54
Properties=species:S:1:pos:R:3:forces:R:3:mulliken_spin:R:1 method="wB97M-V/def2-TZVPD" total_charge=+1 multiplicity=4 max_force_ev_per_a=12.84 de_lowest_kj_mol=352.9 homo_ev="-10.69 / -10.93"
C -0.22524 1.29453 2.00802 -1.41 1.20 0.75 0.046
C -1.39767 1.28369 1.18373 -0.74 1.54 1.55 0.255
C -1.10849 2.01555 -0.02446 -1.00 0.94 0.52 -0.110
C 0.24159 2.51057 0.07837 -0.22 1.44 0.36 0.031
C 0.79184 2.05093 1.32935 0.84 0.68 0.96 -0.072
Re 0.25084 0.45799 0.14282 1.16 -5.32 -3.63 1.451
C 1.32425 -0.37247 -3.20609 -10.15 -1.59 -1.23 0.501
C 1.21784 -0.69614 -1.84741 3.51 0.70 -0.94 -0.294
H 1.29588 -1.74295 -1.56216 -0.19 0.01 0.17 0.017
C 1.95454 0.30359 -1.07823 0.44 0.50 0.68 0.161
H 2.25598 1.16830 -1.67723 0.12 -0.30 0.35 0.001
H 2.76706 -0.12566 -0.50946 0.38 0.09 0.28 -0.010
C 0.60094 -1.58702 -4.19106 1.91 0.95 0.90 0.015
H 0.28871 -2.54337 -3.69418 0.68 1.02 -0.03 0.006
H -0.17551 -1.35783 -4.97189 1.06 0.48 0.98 0.006
H 1.60714 -1.63370 -4.58623 -0.08 -1.59 -1.59 0.007
C 0.43381 1.02353 -3.65112 2.45 -0.58 0.32 -0.022
H -0.08010 1.64831 -2.86823 1.02 -1.08 -0.35 0.013
H 1.43020 1.37834 -3.90364 -0.59 2.17 -0.84 0.018
H -0.26805 0.98109 -4.52835 1.24 -0.62 0.82 0.008
C -2.70815 0.67541 1.55787 -0.26 -0.19 0.12 -0.002
H -2.56539 -0.32156 1.99688 -0.13 0.17 -0.07 0.003
H -3.23250 1.29020 2.30864 0.26 -0.12 -0.23 0.009
H -3.36072 0.57096 0.68863 0.13 0.05 0.23 -0.012
C -2.12004 2.38574 -1.06004 -0.22 0.10 -0.05 0.017
H -2.84852 1.58556 -1.19621 0.06 0.03 -0.11 -0.003
H -2.66972 3.29028 -0.75498 0.22 -0.23 -0.01 -0.002
H -1.65188 2.59648 -2.02296 -0.13 -0.05 0.08 -0.001
C 0.89422 3.48751 -0.84485 0.25 0.11 -0.09 -0.010
H 0.31964 3.59974 -1.76823 0.16 0.01 0.13 0.002
H 0.96893 4.47346 -0.36488 -0.11 -0.24 -0.11 -0.003
H 1.91065 3.17742 -1.10273 -0.13 0.10 -0.03 0.001
C 2.16058 2.33217 1.86166 0.15 0.22 0.16 0.021
H 2.87313 2.50668 1.04742 -0.16 -0.05 0.18 -0.001
H 2.15497 3.22285 2.50672 0.01 -0.17 -0.15 -0.004
H 2.52677 1.49056 2.46420 -0.05 0.22 -0.17 -0.004
C -0.10185 0.65834 3.35762 0.08 -0.24 0.06 -0.042
H 0.93549 0.36779 3.56380 -0.22 0.02 0.02 0.003
H -0.41296 1.35621 4.14973 0.09 -0.14 -0.28 0.002
H -0.74280 -0.23027 3.43744 0.16 0.20 0.04 -0.001
C -2.93647 -1.29300 -0.97797 11.45 1.43 -5.61 0.621
C -2.04478 -0.90277 -2.42445 3.07 -0.65 4.06 0.140
C -4.14511 -1.25742 -1.15371 -2.59 -1.43 3.14 0.071
C -2.68140 -0.37073 -3.53953 3.29 -0.20 -0.71 -0.003
H -0.81792 -0.99906 -2.16277 -3.90 0.37 -1.50 0.042
C -4.68686 -0.75902 -2.29291 -2.46 0.95 -2.16 0.078
H -4.12478 -1.73351 -0.08141 -3.25 0.28 -0.80 0.032
C -4.02089 -0.29961 -3.48411 -4.76 -1.36 4.31 -0.017
H -2.22308 -0.01658 -4.55026 -0.17 -0.89 2.23 0.015
H -5.72720 -0.80873 -2.03804 -1.19 0.79 -1.86 -0.002
H -4.73013 0.05052 -4.18464 -0.01 0.44 -1.13 0.001
O 0.67263 -1.62912 0.79873 -0.10 -0.37 1.00 0.017
H 1.50248 -1.71663 1.30913 -0.42 -0.03 -0.31 0.001
H -0.02600 -2.05940 1.33590 0.46 0.20 -0.38 0.001



Record 2
61
Properties=species:S:1:pos:R:3:forces:R:3:lowdin_charge:R:1 method="wB97M-V/def2-TZVPD" total_charge=0 multiplicity=1 max_force_ev_per_a=1.48 de_lowest_kj_mol=166.3 homo_ev=-5.06
Pd 0.05841 -1.12375 0.33806 1.01 -1.00 -0.40 0.005
C -1.23754 -4.05491 0.14164 0.21 -0.13 -0.31 -0.523
C -0.57305 -4.32949 1.48133 0.07 0.28 0.30 -0.515
S -0.26906 -2.83156 2.48370 0.04 -0.26 -0.07 0.840
C 1.43440 -3.13366 3.04762 -0.33 0.01 -0.13 -0.533
C 2.50543 -3.26951 1.96954 0.05 0.27 -0.15 -0.518
S 2.53642 -1.86422 0.80920 -0.13 -0.27 -0.22 0.825
C 2.46568 -2.71557 -0.80784 0.20 0.03 0.30 -0.538
C 1.37267 -3.74277 -1.08021 -0.30 0.01 -0.10 -0.509
S -0.33331 -3.08042 -1.12657 0.20 0.72 0.86 0.827
H -2.13552 -3.45679 0.29639 -0.07 -0.06 -0.05 0.062
H -1.52006 -5.00797 -0.31073 -0.06 -0.02 0.06 0.068
H 0.37281 -4.85672 1.36455 -0.05 -0.07 -0.02 0.053
H -1.23828 -4.97633 2.05473 0.01 -0.09 -0.06 0.071
H 1.43775 -4.02161 3.68208 0.12 0.03 0.06 0.073
H 1.64177 -2.26379 3.67236 0.04 -0.04 0.06 0.068
H 2.36822 -4.17750 1.38584 0.02 -0.06 0.06 0.052
H 3.48287 -3.33221 2.44929 -0.01 -0.07 0.03 0.069
H 3.43574 -3.19313 -0.97245 -0.03 -0.02 -0.12 0.071
H 2.35989 -1.88132 -1.50143 0.08 -0.03 -0.08 0.050
H 1.39288 -4.56894 -0.37188 0.08 -0.03 -0.04 0.052
H 1.56412 -4.15714 -2.07154 0.05 -0.11 0.04 0.067
N 0.72425 0.89219 -0.71182 0.21 0.39 -0.36 0.147
C 1.18148 1.29986 -1.69626 0.01 -0.14 0.17 -0.245
N 1.70095 1.77699 -2.81767 -0.02 0.07 -0.01 -0.112
C 1.07060 1.56430 -4.11361 -0.01 0.13 -0.14 -0.117
C 1.20012 2.85443 -4.91272 0.01 -0.07 0.08 -0.189
O 2.55771 3.24800 -5.01959 0.01 -0.02 0.01 -0.131
C 3.13553 3.47922 -3.74586 -0.04 -0.09 0.05 -0.189
C 3.08684 2.22094 -2.88853 0.04 0.16 -0.12 -0.118
H 0.02389 1.30135 -3.97358 0.00 -0.02 0.04 0.134
H 1.57880 0.75503 -4.65110 -0.04 -0.04 0.03 0.131
H 0.61975 3.64290 -4.41607 0.00 0.01 -0.04 0.129
H 0.83226 2.72085 -5.92904 0.00 0.00 0.01 0.127
H 2.59722 4.28561 -3.23107 0.02 0.02 -0.02 0.129
H 4.16532 3.78704 -3.92165 -0.01 0.01 0.01 0.127
H 3.45642 2.42498 -1.88563 -0.01 -0.03 0.02 0.134
H 3.70581 1.44412 -3.35297 0.01 -0.02 0.06 0.131
C -4.52114 1.17424 0.80417 0.11 0.01 -0.08 -0.172
C -3.51567 0.50396 -0.12061 -0.06 0.09 0.06 -0.218
N -2.40348 0.05537 0.67913 0.13 -0.05 -0.08 0.019
C -1.82678 0.88531 1.61411 0.00 -0.02 0.09 -0.410
N -0.64425 0.57409 2.02055 -0.22 0.07 -0.02 0.011
C 0.03490 1.42108 2.97134 -0.11 0.06 -0.08 -0.246
C -0.46868 2.85863 2.90975 -0.01 -0.11 0.03 -0.173
C -1.98182 2.83813 3.05777 0.13 0.03 -0.01 -0.168
N -2.57137 1.95041 2.07212 -0.01 -0.06 0.01 -0.053
C -3.83286 2.34905 1.47723 -0.09 -0.05 -0.03 -0.177
H -4.84437 0.45110 1.55532 -0.03 0.00 0.01 0.117
H -5.39688 1.52378 0.25452 0.01 0.01 0.00 0.110
H -3.21575 1.21853 -0.90451 0.01 -0.02 -0.01 0.115
H -3.95984 -0.35815 -0.62078 0.02 -0.01 0.01 0.112
H -1.60828 -0.53083 0.22036 -1.25 0.48 0.16 0.020
H 1.10461 1.38496 2.74450 0.00 0.00 0.05 0.101
H -0.09453 1.02910 3.98995 0.05 0.03 0.02 0.108
H -0.20474 3.27845 1.93545 -0.01 0.05 0.01 0.114
H -0.01976 3.47813 3.68895 0.00 0.00 0.00 0.107
H -2.39415 3.83948 2.91419 -0.05 -0.01 -0.02 0.116
H -2.24710 2.50964 4.07091 -0.03 0.06 0.01 0.124
H -3.67633 3.14639 0.73516 0.01 0.03 0.04 0.122
H -4.47088 2.76062 2.26392 0.02 0.01 0.01 0.118